C17H32N2O2Se2Si2Zn as an isolated structure. Source: the OMol25 dataset; level of theory: ωB97M-V with the def2-TZVPD basis set.

Each line ends with the Mulliken charge.
Atoms and positions in Å:
1 Zn 0.054 0.114 -0.247  0.142
2 O -1.038 -1.601 -6.109  -0.614
3 C -1.905 -1.033 -5.131  -1.153
4 C -1.199 -0.542 -3.854  2.114
5 C -0.199 0.548 -4.238  -0.562
6 O 0.922 0.018 -4.971  -0.678
7 C -0.509 -1.754 -3.198  -1.570
8 Se 1.046 -1.427 -2.028  -0.532
9 C -2.317 0.024 -2.963  -1.709
10 Se -1.875 1.234 -1.462  -0.565
11 H -0.181 -1.157 -5.989  0.480
12 H -2.643 -1.798 -4.868  0.376
13 H -2.448 -0.183 -5.564  0.432
14 H 0.147 1.053 -3.340  -0.286
15 H -0.683 1.290 -4.881  0.502
16 H 1.456 -0.414 -4.276  0.382
17 H -0.141 -2.418 -3.977  0.402
18 H -1.253 -2.307 -2.627  0.483
19 H -2.871 -0.820 -2.549  0.463
20 H -3.017 0.591 -3.582  0.390
21 C 1.954 4.271 0.538  -1.067
22 Si 2.301 2.513 -0.063  -0.269
23 C 1.966 2.510 -1.898  -0.899
24 C 4.160 2.247 0.148  -1.069
25 N 1.347 1.325 0.676  0.797
26 C 1.331 1.037 2.034  0.415
27 C 2.108 1.698 2.993  -0.190
28 C 2.069 1.387 4.356  -0.931
29 C 1.228 0.382 4.794  -0.909
30 C 0.438 -0.300 3.863  -0.220
31 C 0.454 -0.015 2.492  0.442
32 N -0.316 -0.672 1.549  0.749
33 Si -1.434 -1.904 1.849  -0.214
34 C -2.870 -1.399 2.964  -1.093
35 C -0.698 -3.457 2.633  -1.095
36 C -2.171 -2.426 0.215  -0.812
37 H 2.515 4.995 -0.065  0.318
38 H 2.218 4.423 1.589  0.343
39 H 0.887 4.485 0.428  0.254
40 H 2.578 3.266 -2.404  0.473
41 H 0.909 2.723 -2.093  0.128
42 H 2.188 1.530 -2.331  0.088
43 H 4.721 2.980 -0.442  0.325
44 H 4.422 1.246 -0.209  0.251
45 H 4.484 2.324 1.190  0.344
46 H 2.772 2.491 2.663  0.092
47 H 2.694 1.933 5.054  0.336
48 H 1.175 0.118 5.845  0.337
49 H -0.219 -1.088 4.218  0.100
50 H -2.538 -1.126 3.970  0.341
51 H -3.593 -2.219 3.051  0.326
52 H -3.380 -0.533 2.533  0.260
53 H -0.293 -3.268 3.631  0.344
54 H 0.117 -3.832 2.006  0.250
55 H -1.459 -4.242 2.715  0.334
56 H -2.646 -1.565 -0.269  0.021
57 H -2.916 -3.219 0.345  0.512
58 H -1.380 -2.789 -0.449  0.089

Properties
Orbital gap: 5.5 eV
Charge: -2
E_LUMO: 4.85 eV
Spin multiplicity: 1
E_HOMO: -0.0231 hartree